Here is one molecule with the formula C25H31N5O2 from OMol25. Energies are from wB97M-V/def2-TZVPD.

ORCA input file:
```
! RIJCOSX wB97M-V def2-TZVPD def2/J DEFGRID3
* xyz 0 1
C 0.2783 -1.6644 -4.2093
C -0.3457 -2.7345 -3.3139
C -1.8317 -2.9003 -3.6372
C 0.3917 -4.0650 -3.4780
N -0.2094 -2.2684 -1.9316
C -0.5726 -2.9701 -0.8456
O -1.2196 -3.9933 -0.8519
C -0.1919 -2.3144 0.5030
C -1.4375 -1.7050 1.0863
C -2.2477 -0.8564 0.3386
C -3.3562 -0.2845 0.9370
C -3.6155 -0.5842 2.2660
N -2.8673 -1.4069 2.9786
C -1.8149 -1.9553 2.4016
N 0.8805 -1.3227 0.3974
C 2.1204 -1.7871 0.0926
O 2.3057 -2.9585 -0.2141
C 3.2539 -0.8564 0.1231
C 3.5230 0.4525 0.4690
N 4.8363 0.7175 0.2977
C 5.3786 -0.3915 -0.1378
N 4.4694 -1.3714 -0.2610
C 0.5895 0.0233 0.7452
C 0.4379 0.3829 2.0781
C 0.0803 1.6735 2.4087
C -0.1326 2.6453 1.4328
C -0.5515 4.0443 1.8518
C 0.5220 4.6350 2.7765
C -1.8914 3.9507 2.5959
C -0.7284 4.9898 0.6607
C 0.0442 2.2743 0.1057
C 0.3961 0.9807 -0.2384
H -0.2242 -0.7081 -4.0740
H 1.3362 -1.5429 -3.9817
H 0.1858 -1.9532 -5.2525
H -1.9544 -3.2635 -4.6537
H -2.3520 -1.9496 -3.5392
H -2.2766 -3.6145 -2.9507
H 1.4324 -3.9571 -3.1802
H 0.3495 -4.3963 -4.5120
H -0.0692 -4.8177 -2.8451
H 0.4236 -1.4966 -1.7887
H 0.1564 -3.1366 1.1418
H -2.0134 -0.6478 -0.6951
H -4.0042 0.3779 0.3842
H -4.4617 -0.1536 2.7849
H -1.2389 -2.6285 3.0241
H 2.8649 1.2137 0.8329
H 6.4177 -0.5093 -0.3717
H 4.5848 -2.3321 -0.5483
H 0.5972 -0.3531 2.8512
H -0.0363 1.9190 3.4525
H 0.6393 4.0434 3.6799
H 1.4815 4.6713 2.2649
H 0.2474 5.6466 3.0667
H -2.6502 3.5122 1.9508
H -2.2223 4.9427 2.8945
H -1.8089 3.3358 3.4876
H -1.5037 4.6323 -0.0129
H -1.0259 5.9721 1.0211
H 0.2020 5.1034 0.1092
H -0.0971 2.9888 -0.6881
H 0.5261 0.7221 -1.2798
*
```

- ΔE to the lowest compared entry with this formula, charge and spin (kcal per mole) = 0.0
- frontier orbital gap (hartree) = 0.349
- E_LUMO (eV) = 0.477
- E (eV) = -37975.61986
- HOMO energy (eV) = -9.01
- SMILES = CC(C)(C)NC(=O)[C@H](c1cccnc1)N(C(=O)c1cnc[nH]1)c1ccc(C(C)(C)C)cc1

Want to see where the charge sits? The Mulliken charges in e are:
1. C -1.876
2. C 1.402
3. C -1.689
4. C -1.613
5. N 0.546
6. C -0.325
7. O -0.695
8. C 0.765
9. C -0.415
10. C -0.147
11. C -0.700
12. C -0.367
13. N -0.677
14. C 0.041
15. N 0.176
16. C 1.268
17. O -0.739
18. C -0.565
19. C -0.188
20. N -0.705
21. C -0.441
22. N -0.022
23. C -1.073
24. C -0.534
25. C -0.575
26. C 0.685
27. C 1.872
28. C -1.633
29. C -1.587
30. C -2.148
31. C -0.457
32. C -0.507
33. H 0.367
34. H 0.412
35. H 0.436
36. H 0.462
37. H 0.344
38. H 0.392
39. H 0.317
40. H 0.468
41. H 0.394
42. H -0.148
43. H 0.843
44. H 0.432
45. H 0.438
46. H 0.396
47. H 0.492
48. H 0.733
49. H 0.426
50. H 0.209
51. H 0.586
52. H 0.450
53. H 0.337
54. H 0.377
55. H 0.456
56. H 0.346
57. H 0.454
58. H 0.334
59. H 0.414
60. H 0.443
61. H 0.429
62. H 0.514
63. H 0.374

***

Here is a 2-piece molecular cluster, C25H31O2 overall in a non-equilibrium geometry from OMol25. Energies are from wB97M-V/def2-TZVPD.

ORCA input file:
```
! RIJCOSX wB97M-V def2-TZVPD def2/J DEFGRID3
* xyz 1 1
C -0.6730 -0.1388 -4.9087
C -1.0135 -0.8757 -3.6498
C -1.6966 -0.3009 -2.6507
C -2.2198 1.0919 -2.8084
C -1.9156 -1.0043 -1.3242
C -1.7126 -2.5080 -1.3918
C -2.2575 -3.3544 -0.2865
C -1.0212 -3.0787 -2.3907
C -0.6863 -4.5384 -2.3887
C -0.5838 -2.3096 -3.5977
H -0.9702 -2.8276 -4.5037
H -0.0816 -0.7861 -5.5750
H -1.5805 0.1637 -5.4648
H -0.0634 0.7602 -4.7084
H -2.8718 1.3639 -1.9792
H -1.3995 1.8231 -2.8429
H -2.7965 1.2023 -3.7409
H -1.2713 -0.5359 -0.5048
H -2.9441 -0.7946 -0.9668
H -2.9134 -2.7773 0.3643
H -2.8360 -4.2067 -0.6788
H -1.4502 -3.7671 0.3351
H -0.0906 -4.7870 -3.2812
H -0.0827 -4.8239 -1.5087
H -1.5968 -5.1669 -2.4143
H 0.5115 -2.3968 -3.7434
C 3.6762 -2.4883 5.2434
O 2.2914 -2.7178 4.9215
C 1.6212 -1.7449 4.2409
C 0.3028 -2.0919 3.8569
C -0.3894 -1.2648 3.0085
C 0.1452 -0.0250 2.5291
C -0.5422 0.7069 1.5179
C -0.1743 2.0089 1.0494
C -1.1647 2.9258 0.5815
C -0.8554 4.1764 0.1065
C 0.4978 4.5840 0.0428
O 0.6993 5.8487 -0.4250
C 2.0519 6.3414 -0.4298
C 1.5198 3.7057 0.4773
C 1.1860 2.4384 0.9258
C 1.3848 0.3897 3.1349
C 2.1333 -0.4622 3.9336
H 3.9721 -3.3911 5.7885
H 4.2677 -2.3685 4.3212
H 3.7849 -1.5892 5.8715
H -0.0678 -3.0567 4.2024
H -1.3782 -1.5794 2.6751
H -1.5281 0.3233 1.2116
H -2.2092 2.6232 0.5913
H -1.5988 4.8863 -0.2505
H 1.9767 7.3148 -0.9228
H 2.4223 6.4476 0.6023
H 2.7118 5.6589 -0.9887
H 2.5747 4.0215 0.4061
H 1.9968 1.7274 1.1073
H 1.7846 1.3882 2.9548
H 3.1238 -0.1637 4.3251
*
```

- frontier orbital gap (hartree) = 0.186
- E_LUMO (eV) = -5.247
- E (eV) = -30514.69853
- HOMO energy (eV) = -10.31

Want to see where the charge sits? The Mulliken charges in e are:
1. C -1.838
2. C 0.474
3. C 0.605
4. C -1.828
5. C 0.031
6. C 0.684
7. C -1.940
8. C 0.526
9. C -1.828
10. C -0.485
11. H 0.453
12. H 0.380
13. H 0.342
14. H 0.341
15. H 0.319
16. H 0.301
17. H 0.429
18. H -0.257
19. H 0.674
20. H 0.361
21. H 0.440
22. H 0.316
23. H 0.376
24. H 0.345
25. H 0.338
26. H 0.434
27. C -0.789
28. O -0.393
29. C 0.963
30. C -0.771
31. C -0.597
32. C 0.496
33. C -0.629
34. C 0.440
35. C -0.389
36. C -0.793
37. C 1.058
38. O -0.410
39. C -0.804
40. C -0.546
41. C -0.872
42. C -0.647
43. C -0.712
44. H 0.240
45. H 0.361
46. H 0.334
47. H 0.442
48. H 0.372
49. H 0.696
50. H 0.398
51. H 0.445
52. H 0.245
53. H 0.359
54. H 0.336
55. H 0.326
56. H 0.718
57. H 0.798
58. H 0.332

***

Here is C25H32B2F5N7O14P2V as an isolated structure in a non-equilibrium geometry from OMol25. Energies are from wB97M-V/def2-TZVPD.

ORCA input file:
```
! RIJCOSX wB97M-V def2-TZVPD def2/J DEFGRID3
* xyz 0 2
V -0.2071 -0.0928 0.4338
C -0.5042 -0.3562 -3.8821
C -0.1061 -0.4688 -2.4545
N -0.4886 0.3399 -1.5379
O -1.2472 1.3844 -1.8812
B -0.6609 2.6906 -1.4259
F -1.4658 3.6859 -1.8842
F 0.6565 2.7513 -1.8709
O -0.6365 2.7980 0.0872
N 0.1705 1.8884 0.6405
C 0.9894 2.2558 1.5571
C 1.0604 3.6445 2.0864
C 1.8699 1.1698 2.0254
N 1.7851 0.1044 1.3180
O 2.4671 -0.9662 1.7645
B 2.8920 -1.9090 0.6825
F 3.4202 -3.0114 1.3290
F 3.7876 -1.2845 -0.1681
O 1.7250 -2.4178 -0.1062
N 0.9970 -1.4459 -0.6901
C 0.7521 -1.5517 -1.9411
C 1.2366 -2.6587 -2.8113
C 2.6881 1.2699 3.2606
H -0.8365 0.6551 -4.0964
H -1.3406 -1.0463 -4.0424
H 0.3064 -0.6433 -4.5462
H 0.6428 4.3367 1.3603
H 2.0828 3.9220 2.3315
H 0.4620 3.7015 2.9993
H 2.0211 -3.2185 -2.3116
H 1.6005 -2.2670 -3.7584
H 0.3894 -3.3170 -3.0260
H 2.9300 2.2987 3.5083
H 3.5938 0.6758 3.1632
H 2.0889 0.8481 4.0741
F 2.3893 -3.4451 4.2707
C 1.7341 -4.0660 3.2533
C 0.8402 -3.3546 2.5092
C 0.1611 -4.0034 1.4748
C -0.7134 -3.2215 0.6185
O -0.8640 -2.0105 0.8340
C -1.2616 -3.8766 -0.5153
C -0.9811 -5.1996 -0.7062
N -0.2405 -5.9550 0.1347
C -0.0623 -7.3580 -0.1449
C -1.2801 -8.1778 -0.4464
C -0.5645 -8.3551 0.8601
C 0.3935 -5.3613 1.2177
C 1.3322 -6.0569 1.9882
C 2.0143 -5.4150 3.0061
N 2.9817 -6.1495 3.7410
C 2.5268 -7.2083 4.6006
C 2.3967 -6.7323 6.0463
N 3.7498 -6.2401 6.4835
C 4.2398 -5.1047 5.6185
C 4.2273 -5.5604 4.1599
C -2.1222 -3.1018 -1.5406
O -2.0798 -3.5421 -2.7007
O -2.7871 -2.1564 -1.0512
H 0.6659 -2.3029 2.6932
H -1.3722 -5.6935 -1.5855
H 0.8484 -7.5910 -0.6859
H -1.1855 -8.9460 -1.1989
H -2.2333 -7.6700 -0.4267
H 0.0198 -9.2517 1.0134
H -1.0442 -7.9549 1.7424
H 1.5869 -7.0788 1.7527
H 3.2307 -8.0533 4.5654
H 1.5624 -7.5781 4.2587
H 2.0940 -7.5199 6.7355
H 1.7173 -5.8830 6.1253
H 4.4120 -7.0171 6.4257
H 3.7237 -5.9451 7.4582
H 5.2406 -4.8443 5.9595
H 3.5561 -4.2798 5.7942
H 5.0227 -6.3078 4.0247
H 4.4752 -4.7119 3.5230
O -1.8631 -1.8443 3.6114
P -1.4719 -0.2768 3.5552
O -1.2901 0.3091 4.8876
O -0.3343 -0.1939 2.5665
O -2.7720 0.3802 2.8454
P -3.2772 0.2842 1.3381
O -3.7418 -1.1951 1.0692
O -4.2249 1.3427 1.0316
O -1.9127 0.2842 0.5285
H -2.7181 -1.9773 4.0487
H -3.2426 -1.6226 0.2922
*
```

- ΔE to the lowest compared entry with this formula, charge and spin (kcal per mole) = 12.6
- frontier orbital gap (hartree) = 0.248
- E_LUMO (eV) = -1.700
- E (eV) = -124758.38660
- HOMO energy (eV) = -8.44

Want to see where the charge sits? The Mulliken charges in e are:
1. V -0.509
2. C -1.820
3. C 0.715
4. N 0.557
5. O -0.682
6. B 0.952
7. F -0.335
8. F -0.418
9. O -0.694
10. N 1.584
11. C 0.581
12. C -1.978
13. C 1.041
14. N 0.304
15. O -0.312
16. B 0.159
17. F -0.338
18. F -0.373
19. O -0.097
20. N 0.866
21. C 0.402
22. C -1.936
23. C -1.712
24. H 0.441
25. H 0.293
26. H 0.452
27. H 0.405
28. H 0.516
29. H 0.314
30. H 0.349
31. H 0.577
32. H 0.198
33. H 0.500
34. H 0.331
35. H 0.279
36. F -0.491
37. C 0.440
38. C -0.622
39. C 0.439
40. C -1.035
41. O 0.868
42. C 0.727
43. C -0.365
44. N 0.281
45. C -0.415
46. C -0.918
47. C -0.394
48. C -0.051
49. C -1.049
50. C 0.182
51. N 0.206
52. C -0.831
53. C -0.663
54. N -0.109
55. C -0.636
56. C -0.666
57. C 0.008
58. O -0.790
59. O -0.701
60. H 0.508
61. H 0.786
62. H 0.465
63. H 0.276
64. H 0.331
65. H 0.289
66. H 0.198
67. H 0.795
68. H 0.335
69. H 0.439
70. H 0.409
71. H 0.359
72. H 0.375
73. H 0.346
74. H 0.351
75. H 0.425
76. H 0.420
77. H 0.249
78. O -0.450
79. P 0.577
80. O -0.852
81. O 0.069
82. O -0.433
83. P 1.042
84. O -0.579
85. O -0.833
86. O -0.744
87. H 0.310
88. H 0.510